{"formula": "C24H43IrN2P3S2", "method": "ωB97M-V/def2-TZVPD", "relative_energy_ev": 2.098, "homo_ev": [-13.802, -15.927], "total_charge": 3, "spin_multiplicity": 5, "species": ["Ir", "P", "P", "P", "H", "C", "C", "H", "C", "C", "C", "C", "C", "C", "C", "C", "C", "H", "H", "H", "H", "H", "H", "H", "H", "H", "H", "H", "H", "H", "H", "H", "H", "H", "H", "H", "H", "H", "H", "H", "H", "H", "H", "H", "H", "H", "C", "C", "C", "C", "C", "C", "S", "H", "H", "H", "H", "H", "H", "N", "C", "N", "C", "C", "C", "C", "C", "C", "S", "H", "H", "H", "H", "H", "H"], "positions_angstrom": [[0.34708, 0.40232, -0.77022], [-0.82039, -0.34560, 0.99287], [1.24242, -1.69426, -0.88036], [-0.91574, 2.25055, -0.77735], [-1.00020, -0.02562, -5.23057], [-0.94344, 0.35674, -4.18375], [0.43845, 0.51347, -3.76517], [1.07130, -0.24855, -4.25707], [-2.31787, -1.31458, 0.51861], [-0.05244, -1.47293, 2.26754], [-1.56192, 0.79188, 2.26985], [2.07763, -1.98048, -2.46236], [2.55405, -1.97644, 0.37413], [0.13414, -3.15183, -0.77337], [-0.49207, 3.22664, -2.24398], [-0.56261, 3.46107, 0.55421], [-2.72990, 2.06709, -0.77098], [-1.30345, 1.38430, -4.29716], [0.72652, 1.51135, -4.17433], [-2.67297, -1.86939, 1.39867], [-2.08391, -2.03113, -0.27436], [-3.12392, -0.65791, 0.17658], [-0.72031, -1.48067, 3.14273], [0.91979, -1.07561, 2.59234], [0.06324, -2.51019, 1.92988], [-1.95981, 0.16233, 3.08178], [-2.38526, 1.40938, 1.89612], [-0.79015, 1.43550, 2.71029], [2.72231, -2.85987, -2.31940], [2.68302, -1.11004, -2.74668], [1.32021, -2.17216, -3.23227], [2.14845, -2.41040, 1.29459], [3.07279, -1.04588, 0.63609], [3.28342, -2.67224, -0.06049], [0.72209, -4.05069, -1.00888], [-0.67114, -3.05695, -1.51221], [-0.31629, -3.27479, 0.21722], [-0.82031, 4.26545, -2.10696], [-0.96276, 2.80617, -3.13495], [0.59702, 3.21546, -2.37821], [-0.99495, 4.42254, 0.25058], [0.51838, 3.59141, 0.67871], [-0.98498, 3.18229, 1.52302], [-3.20490, 3.05409, -0.81095], [-3.10984, 1.54496, 0.11316], [-3.02870, 1.49813, -1.65677], [-2.73866, -2.06719, -3.54336], [-3.83265, -2.64464, -2.87766], [-4.13203, -3.99479, -3.09587], [-3.28835, -4.77146, -3.90531], [-2.06918, -4.25217, -4.35529], [-1.79707, -2.87102, -4.19573], [-2.47919, -0.31367, -3.31000], [-3.09965, 0.16213, -4.38990], [-4.39472, -2.02370, -2.18751], [-4.99312, -4.45389, -2.60799], [-3.54681, -5.81383, -4.14405], [-1.31014, -4.91036, -4.80815], [-0.85995, -2.41439, -4.55621], [2.92744, 1.12133, -2.57693], [3.11736, 1.55914, -1.31998], [2.23981, 1.37041, -0.33109], [2.78885, 1.77281, 0.92257], [2.22330, 1.71447, 2.21072], [2.98263, 2.20613, 3.29202], [4.26332, 2.74843, 3.10504], [4.82516, 2.80539, 1.81824], [4.09307, 2.30008, 0.75062], [4.67697, 2.24788, -0.91419], [3.64708, 1.31834, -3.26975], [1.95339, 0.98745, -2.88428], [1.21871, 1.30204, 2.34195], [2.56596, 2.18613, 4.30064], [4.86112, 3.10231, 3.95240], [5.80847, 3.21257, 1.59922]], "forces_ev_per_angstrom": [[-0.5, -1.0, 0.5], [-1.5, -0.8, 2.0], [1.3, -0.9, 0.3], [-0.1, 2.2, 0.8], [0.1, -0.2, 0.7], [-1.9, 0.8, -1.2], [0.6, -0.5, -1.9], [0.1, 0.2, 1.1], [0.1, 0.0, -0.1], [0.3, 0.1, -0.3], [0.1, 0.2, -0.2], [0.2, -0.3, 0.0], [0.1, -0.3, -0.2], [0.2, -0.1, -0.1], [-0.2, 0.4, -0.2], [-0.1, 0.2, -0.1], [-0.1, 0.2, -0.3], [-0.6, -0.2, 0.0], [0.2, -0.5, 1.0], [0.1, 0.2, -0.2], [-0.1, 0.2, 0.2], [0.2, -0.1, 0.1], [0.2, 0.0, -0.4], [-0.3, -0.1, -0.1], [0.1, 0.4, 0.1], [0.1, 0.1, -0.4], [0.3, -0.1, 0.1], [-0.3, -0.2, -0.1], [-0.2, 0.2, -0.4], [-0.1, -0.5, 0.2], [0.3, -0.1, 0.1], [0.2, 0.0, -0.3], [-0.2, -0.2, -0.2], [-0.1, 0.1, 0.3], [-0.2, 0.2, 0.1], [0.2, -0.1, 0.0], [0.2, 0.0, -0.4], [0.0, -0.2, -0.2], [0.0, 0.3, 0.1], [-0.2, 0.1, 0.1], [0.1, -0.1, 0.2], [-0.2, -0.1, -0.1], [0.1, 0.0, -0.3], [0.1, -0.1, 0.0], [0.2, 0.2, -0.3], [-0.1, 0.3, 0.3], [0.1, 2.6, 0.7], [-1.8, -2.4, 0.8], [-1.0, 3.5, 2.0], [0.1, -2.6, -1.0], [2.5, 3.1, -0.4], [1.8, -3.6, -2.0], [0.8, -1.8, 0.3], [-0.8, 0.5, -1.0], [-0.3, -0.2, -0.2], [0.2, 0.2, -0.1], [0.0, 0.6, 0.1], [-0.5, 0.5, 0.1], [-0.6, -0.6, 0.1], [-0.5, 0.3, -0.3], [0.6, -0.2, 1.0], [0.7, 0.2, -0.8], [0.6, 0.4, -0.3], [0.5, 0.2, -0.4], [-0.1, -0.1, -0.4], [0.3, -0.1, -0.5], [-0.4, -0.2, 0.2], [-0.1, 0.1, 0.7], [-1.5, -0.3, 0.7], [-0.5, 0.0, 0.1], [1.2, 0.2, 0.2], [0.5, 0.2, 0.1], [0.1, -0.1, -0.3], [-0.4, -0.1, -0.3], [-0.1, 0.0, 0.4]]}


{"formula": "C12H29InN4O7P", "method": "ωB97M-V/def2-TZVPD", "relative_energy_ev": 2.995, "homo_ev": [-9.934, -8.880], "total_charge": 1, "species": ["O", "H", "In", "N", "N", "N", "N", "O", "O", "O", "O", "C", "C", "C", "C", "C", "H", "H", "H", "C", "H", "H", "H", "C", "C", "H", "H", "H", "H", "H", "H", "H", "H", "C", "H", "H", "H", "O", "H", "H", "C", "P", "C", "C", "O", "H", "H", "H", "H", "H", "H", "H", "H", "H"], "positions_angstrom": [[0.01118, 0.20950, -5.00233], [-0.49426, -0.03274, -5.77804], [0.03755, 0.06468, 0.28747], [0.23632, 2.21635, 0.74734], [1.55677, 1.01724, -0.97069], [-1.33065, -1.35050, 1.13256], [-0.09157, -1.83314, -0.96551], [-0.72108, 2.83746, 1.33092], [-2.47487, -0.90185, 1.85849], [0.39318, -1.92806, -2.26627], [1.90360, 0.43490, -2.06936], [2.10480, 2.20607, -0.57082], [1.44521, 2.76481, 0.56465], [-1.39669, -2.62590, 0.76312], [-0.73929, -2.89940, -0.47319], [1.92802, 3.80185, 1.51584], [2.11524, 3.34418, 2.50373], [1.16698, 4.58404, 1.65171], [2.86375, 4.25978, 1.17091], [3.25589, 2.84922, -1.25399], [2.99881, 3.11459, -2.28429], [4.13417, 2.19686, -1.27182], [3.54045, 3.78060, -0.75400], [-2.05850, -3.62747, 1.63059], [-0.76367, -4.25090, -1.11974], [-2.72696, -3.12920, 2.34319], [-1.28815, -4.16868, 2.20608], [-2.63015, -4.34977, 1.03188], [0.01121, -4.34809, -1.89168], [-1.73836, -4.48610, -1.57645], [-0.60622, -5.02858, -0.35854], [-2.10750, -0.26942, 2.52098], [0.97556, -1.11186, -2.35475], [-0.92009, 0.76992, -4.05839], [-0.35050, 1.44087, -3.40351], [-1.35941, -0.03665, -3.44924], [-1.72460, 1.33357, -4.57414], [-1.97601, 1.16578, -0.27814], [-2.75078, 0.63338, 0.00832], [-1.93300, 1.97496, 0.30172], [1.16619, 0.64279, 5.42021], [0.28824, 0.00586, 3.95289], [0.29532, -1.79168, 4.00586], [-1.30206, 0.88716, 4.17347], [0.86343, 0.39326, 2.58750], [2.19508, 0.26793, 5.42229], [0.68737, 0.34297, 6.37916], [1.15584, 1.74240, 5.38254], [0.02991, -2.15078, 5.00659], [-0.35699, -2.22200, 3.22946], [1.33230, -2.08155, 3.78328], [-1.46762, 1.57860, 3.33329], [-2.16001, 0.22830, 4.36635], [-1.22308, 1.53461, 5.06369]], "forces_ev_per_angstrom": [[-0.4, 0.4, 0.5], [0.0, -0.1, -0.2], [0.4, 1.9, -0.1], [0.3, 0.9, -0.3], [1.0, 0.5, -0.2], [-1.6, -0.9, 0.0], [-0.5, -1.6, -1.2], [-0.2, 0.0, 1.0], [1.4, 0.1, 0.8], [0.0, 0.0, 1.8], [0.1, -0.2, 0.0], [-0.5, -2.2, 0.0], [-1.4, -0.5, 0.7], [-0.1, 2.0, 1.4], [2.2, 1.1, -1.8], [0.2, 0.6, -0.2], [-0.1, 0.1, -0.4], [0.2, -0.2, 0.0], [-0.3, -0.1, 0.2], [0.2, 0.2, -0.2], [0.0, -0.2, 0.0], [-0.2, -0.1, -0.1], [-0.1, -0.3, 0.0], [-0.7, -0.3, -0.2], [0.0, -0.3, -0.1], [0.2, -0.2, -0.3], [-0.2, 0.1, -0.3], [0.2, 0.1, 0.3], [-0.3, 0.2, 0.3], [0.3, 0.3, 0.1], [0.1, 0.2, -0.1], [-0.5, -0.4, -0.5], [0.0, 0.0, 0.0], [0.2, -0.1, -0.4], [-0.2, -0.1, -0.2], [-0.1, 0.3, -0.1], [0.4, -0.2, 0.4], [-0.6, -0.9, 0.3], [0.5, 0.6, -0.3], [0.3, -0.2, 0.0], [0.3, -0.4, 0.0], [0.3, 1.2, -0.6], [-0.3, -0.1, 0.4], [-0.3, -0.2, 0.5], [-0.3, -0.5, 0.4], [-0.1, 0.2, 0.0], [0.1, 0.0, -0.8], [0.1, -0.4, -0.1], [0.0, -0.1, -0.3], [0.2, 0.3, 0.5], [-0.2, 0.1, 0.1], [0.1, -0.3, -0.1], [0.1, 0.2, -0.1], [0.0, -0.3, -0.3]]}